[1]
Here is a molecular structure, C6H12O from OMol25. Energies are from ωB97M-V/def2-TZVPD.

Each line ends with the Löwdin charge.
CARTESIAN COORDINATES (ANGSTROEM)
C 1.9918 1.0373 -0.3372  -0.118
C 1.1037 0.0052 0.4022  -0.165
C -0.4791 -1.2144 0.4509  -0.117
C -0.9778 -1.9611 -0.7941  -0.123
C -1.4926 -0.2060 0.9033  -0.211
C -0.7233 0.7323 0.0843  -0.312
O -0.5440 1.9655 0.6740  -0.009
H 1.6785 2.0820 -0.2518  0.049
H 2.1524 0.8063 -1.3952  0.071
H 2.9778 0.9930 0.1476  0.077
H 1.0649 0.2718 1.4593  0.097
H 1.6763 -0.9204 0.3404  0.085
H -0.6601 -1.6283 -1.7916  0.075
H -0.6727 -3.0128 -0.7115  0.064
H -2.0805 -1.9597 -0.8101  0.067
H -1.4119 0.0437 1.9639  0.120
H -2.5263 -0.3740 0.5993  0.113
H -0.9556 0.7731 -0.9826  0.147
H -0.1215 2.5666 0.0487  0.091

Properties
Gap between HOMO and LUMO   7.77 eV
Relative energy (zero: lowest compared OMol25 entry of this formula, charge and spin)   6.1798 eV
Charge   0

***

[2]
Here is C5H9NO in the gas phase from OMol25. Energies are from ωB97M-V/def2-TZVPD.

Each line ends with the Löwdin charge.
CARTESIAN COORDINATES (ANGSTROEM)
H -1.6501 0.4327 1.8627  0.070
N -1.5924 1.1269 1.1181  0.170
C -0.4301 1.1322 0.6235  -0.504
C -0.0432 2.1328 -0.4211  -0.012
O 0.6009 0.3155 1.0411  -0.024
C 0.6336 -1.0325 0.6128  -0.298
C 0.9358 -1.3837 -0.8076  -0.090
C -0.4235 -1.6780 -0.2294  -0.093
H 0.6782 2.8453 -0.0108  0.089
H 0.4520 1.6412 -1.2581  0.069
H -0.9332 2.6572 -0.7716  0.083
H 1.0899 -1.6340 1.3898  0.145
H 0.9962 -0.5682 -1.5145  0.093
H 1.6176 -2.1996 -1.0168  0.101
H -1.2518 -1.0728 -0.5759  0.099
H -0.6799 -2.7149 -0.0422  0.102

Properties
Gap between HOMO and LUMO   10.77 eV
Relative energy (zero: lowest compared OMol25 entry of this formula, charge and spin)   2.2141 eV
Charge   0
SMILES string   [H]/N=C(/C)OC1CC1

***

[3]
Here is 12 unconnected molecules or ions with the total composition C28H87N7O12 from OMol25. Energies are from ωB97M-V/def2-TZVPD.

Each line ends with the Löwdin charge.
CARTESIAN COORDINATES (ANGSTROEM)
C -0.7311 -6.8968 -6.3081  -0.070
O 0.4287 -5.9666 -6.3364  -0.222
C 1.4407 -6.4256 -7.2992  -0.202
C 2.5969 -5.4444 -7.2972  -0.440
C 3.6690 -5.9349 -8.3394  -0.062
N 3.2290 -5.1384 -6.0410  0.044
H -0.3938 -7.8989 -6.0431  0.076
H -1.2114 -6.9531 -7.2850  0.079
H -1.2913 -6.4394 -5.4926  0.085
H 1.7509 -7.4309 -7.0142  0.118
H 0.9619 -6.5311 -8.2727  0.119
H 2.2251 -4.5128 -7.7238  0.134
H 4.6000 -5.3680 -8.3344  0.070
H 3.2573 -5.8684 -9.3465  0.069
H 3.9761 -6.9654 -8.1610  0.067
H 3.6047 -5.9410 -5.5564  0.071
H 2.5275 -4.8464 -5.3755  0.066
C 3.4366 10.5844 -2.6324  -0.141
O 4.0260 9.6245 -1.7813  -0.190
C 3.0563 8.6254 -1.3812  -0.181
C 3.5138 7.8668 -0.1217  -0.398
C 2.6734 6.5390 0.2406  -0.046
N 3.6618 8.6438 1.1341  0.022
H 4.2362 11.2861 -2.8700  0.085
H 2.5946 11.1504 -2.2339  0.085
H 3.1066 10.2633 -3.6204  0.082
H 2.0663 9.0804 -1.3507  0.120
H 3.0825 7.9615 -2.2453  0.122
H 4.5387 7.5728 -0.3479  0.122
H 2.6201 5.8799 -0.6259  0.059
H 1.6650 6.8430 0.5215  0.073
H 3.2357 5.8386 0.8582  0.066
H 4.3258 9.3797 0.9398  0.061
H 4.1969 7.9543 1.6424  0.059
C -8.4663 2.2528 -4.4993  -0.102
O -8.4561 1.2084 -3.5227  -0.204
C -9.2086 1.4803 -2.3452  -0.184
C -8.2523 1.9728 -1.2688  -0.471
C -7.2237 1.0482 -0.7533  -0.084
N -9.0007 2.3952 -0.1153  0.030
H -8.3777 3.2525 -4.0740  0.076
H -9.4443 2.3371 -4.9731  0.081
H -7.6179 2.0513 -5.1532  0.090
H -10.1669 1.9660 -2.5296  0.127
H -9.4846 0.4380 -2.1857  0.129
H -7.6546 2.7922 -1.6681  0.131
H -6.4756 0.7998 -1.5061  0.081
H -7.4993 0.0791 -0.3373  0.085
H -6.6810 1.4558 0.0996  0.076
H -8.4468 2.7046 0.6706  0.070
H -9.5601 3.1897 -0.3911  0.071
C -1.9503 -2.7859 0.1715  -0.056
O -1.5253 -3.2545 1.4998  -0.198
C -1.9040 -2.2566 2.4352  -0.236
C -0.7510 -1.4355 2.9763  -0.445
C 0.0801 -0.5667 2.0933  -0.088
N 0.2919 -2.3870 3.3766  0.028
H -1.2489 -3.2453 -0.5250  0.087
H -1.8478 -1.7036 0.0924  0.081
H -2.9637 -3.1534 0.0101  0.088
H -2.7082 -1.5809 2.1440  0.121
H -2.3380 -2.8092 3.2685  0.124
H -1.1735 -0.8066 3.7599  0.140
H 0.6046 -1.1681 1.3508  0.084
H 0.8181 0.0361 2.6226  0.081
H -0.6552 0.0833 1.6189  0.074
H 0.1150 -3.0568 2.6417  0.052
H -0.1342 -2.9678 4.0846  0.065
C 6.3545 -8.1771 -3.1718  -0.109
O 5.4779 -7.3213 -2.4456  -0.180
C 4.7045 -7.9758 -1.4898  -0.223
C 3.9564 -6.9095 -0.7172  -0.433
C 4.8232 -5.8452 -0.0650  -0.073
N 3.1693 -7.4611 0.3885  0.020
H 5.8239 -8.8381 -3.8571  0.084
H 7.1492 -8.7252 -2.6657  0.086
H 6.9788 -7.5773 -3.8341  0.083
H 4.0713 -8.7506 -1.9221  0.125
H 5.4055 -8.4790 -0.8239  0.128
H 3.2354 -6.3937 -1.3513  0.132
H 5.6525 -6.1640 0.5665  0.081
H 4.2214 -5.1102 0.4696  0.075
H 5.4453 -5.2753 -0.7551  0.071
H 2.6608 -6.7688 0.9198  0.067
H 2.5622 -8.1501 -0.0320  0.064
C -3.3785 5.5972 -1.5084  -0.109
O -2.7861 5.5970 -2.8037  -0.206
C -3.5145 4.8057 -3.7599  -0.168
C -2.6056 4.4337 -5.0484  -0.372
C -1.6060 3.3488 -4.5969  -0.083
N -1.8356 5.5759 -5.5319  0.025
H -2.7274 5.9732 -0.7192  0.086
H -3.7203 4.6076 -1.2049  0.078
H -4.2738 6.2182 -1.4815  0.082
H -3.9414 3.9511 -3.2349  0.100
H -4.4625 5.3070 -3.9553  0.110
H -3.2632 4.1914 -5.8832  0.123
H -1.0204 3.0294 -5.4590  0.068
H -2.0061 2.4226 -4.1845  0.072
H -0.8229 3.6636 -3.9070  0.081
H -1.6576 6.1996 -4.7577  0.061
H -0.9409 5.1449 -5.7159  0.053
C 5.9598 3.9730 8.7126  -0.147
O 5.0350 4.0831 7.7042  -0.193
C 3.7336 4.4302 8.1109  -0.167
C 2.6783 4.0105 6.9895  -0.379
C 1.5496 4.9987 6.5711  -0.077
N 2.0300 2.7087 7.2477  0.017
H 5.8962 2.9698 9.1340  0.094
H 6.0223 4.7500 9.4745  0.086
H 6.8766 4.2245 8.1794  0.092
H 3.5368 3.9337 9.0610  0.116
H 3.6800 5.4949 8.3381  0.118
H 3.1676 3.9560 6.0170  0.118
H 1.9835 5.6835 5.8425  0.069
H 1.0340 5.5084 7.3850  0.069
H 0.7734 4.5483 5.9526  0.065
H 1.6570 2.3323 6.3879  0.061
H 2.7698 2.0478 7.4376  0.058
O -1.4119 -7.4797 5.5686  -0.053
H -1.4806 -7.1513 6.4651  0.021
H -0.5904 -7.9708 5.5552  0.028
O -0.7109 -4.9710 8.8428  -0.053
H -0.8719 -4.8473 9.7783  0.030
H 0.2422 -5.0166 8.7673  0.028
O 4.4459 -0.9766 6.5379  -0.054
H 4.7456 -1.5811 7.2169  0.026
H 3.8892 -1.5099 5.9705  0.028
O -6.7567 -0.8678 6.6037  -0.054
H -6.9826 -0.2791 7.3239  0.028
H -5.8138 -0.7521 6.4859  0.026
O -4.0574 -7.4176 1.8602  -0.051
H -3.8558 -6.6451 1.3322  0.022
H -3.6737 -7.2296 2.7168  0.026

Properties
Gap between HOMO and LUMO   9.30 eV
Relative energy (zero: lowest compared OMol25 entry of this formula, charge and spin)   4.9559 eV
Charge   0
SMILES string   COC[C@H](C)N.COC[C@H](C)N.COC[C@H](C)N.COC[C@H](C)N.COC[C@H](C)N.COC[C@H](C)N.COC[C@H](C)N.O.O.O.O.O

***

no.,strongest force on any atom (Eh/bohr)
1,0.00733
2,0.00832
3,0.05562